Entry 1:
A molecular structure, C30H40Cl3NO8PSSiTi, computed with ωB97M-V with the def2-TZVPD basis set.

Element x y z (Å)
Ti: -1.20 0.35 0.00
C: -1.40 4.46 -0.61
C: -0.36 3.51 0.02
C: 1.02 3.84 -0.58
C: -0.71 2.09 -0.32
C: -0.25 3.70 1.53
C: 0.44 2.74 2.28
C: 0.60 2.89 3.65
C: 0.09 4.01 4.30
C: -0.59 4.97 3.57
C: -0.75 4.81 2.19
H: -1.47 4.24 -1.67
H: -1.11 5.51 -0.49
H: -2.38 4.31 -0.16
H: 0.99 3.72 -1.67
H: 1.77 3.15 -0.19
H: 1.32 4.87 -0.34
H: -0.77 1.90 -1.42
H: 0.83 1.86 1.80
H: 1.12 2.12 4.21
H: 0.20 4.12 5.37
H: -1.02 5.83 4.06
H: -1.31 5.56 1.65
O: 2.75 0.69 1.30
S: 3.53 -0.52 1.62
C: 5.23 0.15 1.79
C: 6.17 -0.53 2.55
C: 7.45 -0.01 2.69
C: 7.78 1.20 2.09
C: 6.83 1.89 1.35
C: 5.55 1.37 1.20
C: 3.90 -1.30 0.03
C: 3.32 -0.76 -1.10
C: 3.62 -1.33 -2.33
C: 4.46 -2.43 -2.42
C: 5.02 -2.97 -1.27
C: 4.74 -2.41 -0.03
H: 5.90 -1.46 3.03
H: 8.19 -0.54 3.29
H: 8.78 1.61 2.21
H: 7.08 2.83 0.89
H: 4.78 1.89 0.65
H: 2.62 0.05 -0.99
H: 3.16 -0.92 -3.23
H: 4.67 -2.87 -3.39
H: 5.66 -3.84 -1.33
H: 5.16 -2.83 0.87
C: -4.39 -4.08 -1.81
C: -4.95 -2.66 -1.99
C: -5.90 -2.62 -3.17
C: -5.65 -2.19 -0.72
O: -3.90 -1.73 -2.36
P: -2.49 -1.63 -1.59
O: -1.90 -0.28 -1.94
O: -2.60 -1.83 -0.12
O: -1.65 -2.82 -2.24
C: -0.93 -2.77 -3.49
C: 0.37 -2.00 -3.30
C: -1.78 -2.15 -4.60
C: -0.64 -4.23 -3.81
H: -5.21 -4.75 -1.57
H: -3.67 -4.10 -0.99
H: -3.90 -4.42 -2.72
H: -6.73 -3.32 -3.02
H: -5.38 -2.90 -4.09
H: -6.30 -1.61 -3.29
H: -6.49 -2.86 -0.51
H: -6.01 -1.18 -0.85
H: -4.96 -2.20 0.12
H: 0.17 -0.96 -3.05
H: 0.96 -2.04 -4.22
H: 0.94 -2.43 -2.48
H: -2.03 -1.11 -4.35
H: -2.71 -2.71 -4.73
H: -1.22 -2.16 -5.53
H: -0.08 -4.68 -2.99
H: -0.05 -4.31 -4.73
H: -1.57 -4.78 -3.95
Cl: -3.90 3.25 2.03
Si: -3.46 1.28 1.31
Cl: -4.77 0.14 2.55
Cl: -4.61 1.28 -0.53
O: 1.41 -1.78 1.44
N: 0.34 -1.36 0.93
O: 0.35 -0.94 -0.36
O: -0.42 -0.46 1.63

Calculated values
Charge: -2
HOMO (spin up / spin down) in eV: -0.98 / -1.69
Energy relative to the best compared isomer or geometry (same formula, charge and spin) in kcal per mole: 0.00
Calculated total energy in hartree: -5083.171836
HOMO-LUMO gap (spin up / spin down) in eV: 4.96 / 5.67
Molar mass in g/mol: 788.00
Spin multiplicity: 2

=====

Entry 2:
2 unconnected molecules or ions with the total composition C30H40N3O2, computed with ωB97M-V with the def2-TZVPD basis set.

Element x y z (Å)
C: -2.81 -0.87 3.58
C: -2.99 0.59 3.06
C: -1.61 1.11 2.94
C: -0.67 0.23 3.43
N: 0.66 0.40 3.49
C: 1.57 -0.60 4.03
C: 2.97 0.01 3.93
C: 2.81 1.38 3.25
C: 1.31 1.62 3.06
C: -1.32 -1.05 3.92
H: -3.45 -1.06 4.45
H: -3.11 -1.57 2.79
H: -3.54 0.61 2.11
H: -3.60 1.16 3.79
H: -1.38 2.12 2.63
H: 1.31 -0.84 5.08
H: 1.50 -1.55 3.47
H: 3.40 0.11 4.93
H: 3.62 -0.65 3.34
H: 3.24 2.17 3.87
H: 3.32 1.39 2.28
H: 1.07 1.85 2.01
H: 0.97 2.48 3.65
H: -1.18 -1.19 5.01
H: -0.91 -1.95 3.43
C: -7.84 6.75 -0.88
C: -6.77 5.80 -0.35
N: -5.80 5.48 -1.40
C: -4.88 4.47 -1.02
C: -3.56 4.77 -0.66
C: -2.72 3.76 -0.22
C: -3.10 2.40 -0.31
C: -2.15 1.38 -0.05
C: -2.16 0.11 -0.70
C: -2.81 -0.12 -1.95
C: -2.79 -1.36 -2.56
C: -2.22 -2.46 -1.89
N: -2.33 -3.78 -2.37
C: -3.31 -4.59 -1.65
C: -3.34 -6.03 -2.14
O: -3.31 -6.11 -3.56
C: -2.14 -5.48 -4.10
C: -2.17 -3.98 -3.81
C: -1.56 -2.25 -0.66
C: -1.46 -0.99 -0.12
C: -4.46 2.12 -0.66
C: -5.34 3.14 -0.97
C: -5.25 6.64 -2.10
C: -6.42 7.45 -2.65
O: -7.28 7.86 -1.58
H: -8.53 6.18 -1.53
H: -8.38 7.20 -0.04
H: -6.27 6.28 0.51
H: -7.23 4.86 -0.02
H: -3.22 5.81 -0.67
H: -1.72 4.00 0.15
H: -1.26 1.64 0.53
H: -3.31 0.71 -2.46
H: -3.27 -1.52 -3.53
H: -3.04 -4.56 -0.59
H: -4.33 -4.16 -1.76
H: -2.48 -6.57 -1.69
H: -4.29 -6.50 -1.85
H: -1.21 -5.90 -3.67
H: -2.20 -5.66 -5.18
H: -2.97 -3.49 -4.39
H: -1.21 -3.54 -4.10
H: -1.10 -3.12 -0.17
H: -0.87 -0.82 0.78
H: -4.81 1.08 -0.67
H: -6.38 2.93 -1.23
H: -4.64 7.27 -1.42
H: -4.62 6.29 -2.93
H: -6.06 8.39 -3.09
H: -6.96 6.84 -3.40

Calculated values
Charge: +1
HOMO in eV: -9.59
Energy relative to the best compared isomer or geometry (same formula, charge and spin) in kcal per mole: 21.65
Calculated total energy in hartree: -1481.586052
HOMO-LUMO gap in eV: 4.64
Molar mass in g/mol: 474.67

=====

Entry 3:
3 unconnected molecules or ions with the total composition C30H41BN2O9, computed with ωB97M-V with the def2-TZVPD basis set.

Element x y z (Å)
C: 2.14 -1.27 0.50
O: 1.74 -1.75 -0.77
C: 2.75 -2.45 -1.44
C: 3.82 -1.59 -2.18
C: 3.47 -0.09 -2.28
C: 4.45 0.60 -3.27
C: 5.15 1.85 -2.71
C: 4.47 3.19 -3.02
C: 3.04 3.38 -2.47
C: 2.87 3.08 -0.97
C: 1.95 4.10 -0.25
C: 0.50 3.64 -0.09
C: -0.14 3.20 -1.41
C: -1.36 2.26 -1.20
C: -2.03 2.06 -2.51
C: -3.35 1.95 -2.75
B: -4.62 1.97 -1.79
C: -4.65 2.45 -0.30
O: -5.81 1.56 -2.33
C: -3.53 1.77 -4.23
O: -4.52 1.63 -4.90
O: -2.28 1.81 -4.86
C: -1.35 1.92 -3.85
O: -0.17 1.89 -4.12
H: 2.24 -0.18 0.47
H: 1.40 -1.58 1.24
H: 3.13 -1.66 0.76
H: 2.27 -3.09 -2.19
H: 3.27 -3.14 -0.76
H: 3.95 -1.96 -3.20
H: 4.75 -1.70 -1.62
H: 3.68 0.33 -1.30
H: 2.43 0.06 -2.55
H: 5.25 -0.13 -3.42
H: 3.98 0.78 -4.24
H: 6.12 1.88 -3.20
H: 5.36 1.74 -1.64
H: 5.07 4.05 -2.72
H: 4.38 3.23 -4.11
H: 2.40 2.71 -3.05
H: 2.70 4.39 -2.71
H: 3.83 2.97 -0.46
H: 2.38 2.11 -0.86
H: 2.00 5.04 -0.82
H: 2.35 4.34 0.74
H: -0.05 4.53 0.23
H: 0.38 2.92 0.72
H: 0.53 2.67 -2.07
H: -0.51 4.08 -1.95
H: -0.97 1.31 -0.82
H: -2.02 2.66 -0.43
H: -3.94 3.23 -0.04
H: -4.60 1.59 0.37
H: -5.64 2.89 -0.13
H: -5.63 0.82 -2.92
C: -4.54 -4.77 0.02
C: -3.77 -4.31 -1.04
C: -2.49 -3.83 -0.82
C: -1.99 -3.83 0.47
C: -2.75 -4.28 1.54
C: -4.03 -4.75 1.31
N: -0.62 -3.36 0.71
O: 0.02 -2.95 -0.24
O: -0.20 -3.40 1.85
H: -5.54 -5.14 -0.16
H: -4.17 -4.33 -2.05
H: -1.89 -3.48 -1.65
H: -2.35 -4.26 2.54
H: -4.63 -5.10 2.13
C: -0.81 -3.52 7.44
C: -1.53 -2.48 8.02
C: -1.66 -1.27 7.35
C: -1.09 -1.13 6.10
C: -0.37 -2.15 5.52
C: -0.23 -3.35 6.19
N: -1.25 0.14 5.38
O: -1.87 1.03 5.93
O: -0.76 0.22 4.27
H: -0.71 -4.46 7.97
H: -1.98 -2.60 9.00
H: -2.22 -0.46 7.80
H: 0.09 -2.03 4.54
H: 0.33 -4.17 5.74

Calculated values
HOMO in eV: -8.96
SMILES: COCCCCCCCCCCCCC1=C(B(C)O)C(=O)OC1=O.O=[N+]([O-])c1ccccc1.O=[N+]([O-])c1ccccc1
Calculated total energy in hartree: -1979.097900
HOMO-LUMO gap in eV: 7.90
Molar mass in g/mol: 584.48

=====

Entry 4:
A molecular structure, C30H41BrIO9SiTa, computed with ωB97M-V with the def2-TZVPD basis set.

Element x y z (Å)
Ta: -1.00 0.20 -0.92
O: -1.90 4.19 0.04
C: -2.22 3.18 -0.54
O: -1.40 2.17 -0.70
C: -3.61 3.11 -1.20
C: -3.54 3.47 -2.71
C: -4.89 4.05 -3.14
C: -5.77 2.77 -3.10
C: -4.73 1.70 -2.77
O: -3.53 2.20 -3.35
C: -4.40 1.76 -1.27
C: -3.50 0.66 -0.81
O: -3.10 0.59 0.37
O: -2.89 -0.07 -1.70
H: -4.20 3.85 -0.66
H: -2.66 4.04 -3.00
H: -4.82 4.44 -4.15
H: -5.24 4.85 -2.49
H: -6.24 2.58 -4.06
H: -6.56 2.82 -2.35
H: -4.93 0.70 -3.15
H: -5.27 1.80 -0.62
I: -2.06 -2.29 0.60
C: -1.87 -3.35 -1.18
C: -2.60 -4.49 -1.39
C: -2.27 -5.32 -2.48
C: -1.16 -5.04 -3.23
C: -0.38 -3.89 -2.98
C: 0.87 -3.71 -3.60
C: 1.66 -2.65 -3.23
C: 1.14 -1.65 -2.39
C: -0.12 -1.69 -1.83
C: -0.80 -2.94 -2.01
H: -3.39 -4.77 -0.71
H: -2.86 -6.20 -2.67
H: -0.85 -5.72 -4.01
H: 1.21 -4.44 -4.33
H: 2.65 -2.54 -3.64
H: 1.78 -0.79 -2.22
Br: 0.09 1.18 -2.97
C: -0.08 2.45 2.93
C: 0.50 1.16 3.50
C: 1.09 1.39 4.88
C: -0.56 0.07 3.54
O: 1.61 0.74 2.67
Si: 1.67 -0.07 1.27
O: 0.28 0.24 0.43
O: 2.93 0.37 0.38
C: 3.56 1.66 0.17
C: 4.48 1.93 1.35
C: 4.35 1.52 -1.12
C: 2.50 2.74 0.04
O: 1.63 -1.68 1.43
C: 2.50 -2.63 2.06
C: 2.04 -2.81 3.50
C: 2.33 -3.92 1.27
C: 3.95 -2.15 2.02
H: -0.91 2.78 3.55
H: -0.44 2.32 1.92
H: 0.68 3.24 2.93
H: 0.33 1.75 5.57
H: 1.89 2.12 4.83
H: 1.50 0.46 5.28
H: -1.33 0.33 4.27
H: -0.12 -0.89 3.83
H: -1.05 -0.04 2.57
H: 5.22 1.13 1.44
H: 3.91 1.98 2.28
H: 5.00 2.87 1.21
H: 5.07 0.70 -1.03
H: 4.89 2.44 -1.34
H: 3.68 1.30 -1.95
H: 1.90 2.81 0.94
H: 1.84 2.53 -0.81
H: 2.97 3.71 -0.13
H: 0.99 -3.12 3.52
H: 2.14 -1.87 4.05
H: 2.63 -3.57 4.00
H: 1.29 -4.23 1.28
H: 2.94 -4.71 1.69
H: 2.63 -3.76 0.23
H: 4.06 -1.22 2.58
H: 4.26 -1.97 0.99
H: 4.60 -2.90 2.47

Calculated values
HOMO in eV: -8.10
Calculated total energy in hartree: -5063.530503
HOMO-LUMO gap in eV: 7.42
Molar mass in g/mol: 961.49